{
  "formula": "H16O8",
  "method": "ωB97M-V/def2-TZVPD",
  "symbols": ["O", "H", "H", "O", "H", "H", "O", "H", "H", "O", "H", "H", "O", "H", "H", "O", "H", "H", "O", "H", "H", "O", "H", "H"],
  "positions_angstrom": [[26.515, 2.898, -24.351], [26.450, 2.603, -25.269], [27.431, 3.163, -24.235], [22.486, 2.120, -30.391], [23.101, 1.949, -29.669], [22.895, 1.723, -31.165], [19.850, -0.250, -27.733], [20.249, -0.286, -28.607], [20.455, 0.294, -27.212], [21.078, 1.847, -26.225], [20.624, 2.696, -26.254], [20.985, 1.539, -25.316], [23.572, 1.860, -27.519], [22.817, 1.933, -26.913], [24.271, 2.393, -27.126], [26.578, 2.824, -27.188], [27.100, 3.633, -27.229], [26.428, 2.587, -28.111], [26.831, -0.185, -27.273], [26.618, 0.752, -27.209], [27.366, -0.275, -28.067], [23.338, -0.850, -28.675], [22.907, -1.338, -27.968], [23.507, 0.027, -28.304]],
  "molar_mass_g_mol": 144.12,
  "total_energy_ha": -611.5070,
  "lumo_ev": -0.22,
  "smiles": "O.O.O.O.O.O.O.O",
  "e_homo_ev": -10.6914
}